Here is a molecular structure, C48H30CrF4N9O7S at a distorted geometry from the Open Molecules 2025 dataset. Energies are from ωB97M-V/def2-TZVPD.

The HOMO energy (alpha / beta) is -0.0720 / -0.0646 Eh. The calculation puts the lowest unoccupied orbital energy (alpha / beta) at 1.88 / 1.88 eV. The value obtained for the total energy is -128126.49845 eV. As for the max |F|: 3.00 eV/Å. As for the spin multiplicity: 2. The charge is -2.

Last column: Mulliken charge in e.
Geometry (Å):
F -0.48817 -5.00168 4.47363  -0.3798
H 2.32903 -5.25284 -0.67639  0.2379
C -1.95774 4.39420 -1.50837  -0.2843
H 1.48300 0.34376 4.11314  0.4931
N 4.39968 -0.18089 1.59912  -0.7552
O -1.05174 -2.45329 -4.25965  -0.8653
H -0.65860 -0.28931 -4.71956  0.5442
C -3.71062 3.67993 -5.40832  -0.8252
C 1.68354 -0.68507 3.79185  -1.3171
H 4.51883 -5.80216 -2.21892  0.3346
C 0.13568 1.46972 -3.63505  0.7600
O 2.22446 2.78774 0.35459  -0.8838
C -2.82447 -6.03173 3.90718  -0.0985
C -0.73906 4.45917 -0.82977  0.1999
C -2.65952 5.58363 -1.72125  -0.3620
C 0.96490 -0.86065 2.42188  0.4666
C 0.49108 -3.41141 3.11535  -0.4139
F -0.80048 -1.58742 0.23543  0.0553
C 0.74969 2.87102 2.27644  1.4907
H 4.99249 -4.58889 -1.02888  0.2673
H 3.92176 -2.72121 -3.72034  0.2836
H 1.33880 -1.36476 4.56663  0.2420
H -0.17587 3.54923 -0.69643  0.3008
C -1.76600 -4.21168 2.61177  -0.2701
C -2.23563 2.06631 -1.08047  -0.3276
C -0.25032 5.66119 -0.36046  -0.8042
O -1.75029 0.89543 0.99437  -0.4894
H 5.32140 -4.32035 -2.74793  0.3657
N 3.12762 -0.80093 3.54182  -0.2377
H 2.05629 4.47197 2.81409  0.4954
H 1.69048 -1.65792 -3.97880  0.4107
C -0.48345 1.01056 1.60131  2.3328
O -1.77938 -2.70542 -1.93758  -0.6804
F 1.50544 -3.56265 4.02584  -0.4306
N 3.74777 -2.99965 2.89114  -0.2259
H 0.68981 5.67201 0.17317  0.4238
H -3.61485 5.56119 -2.22841  0.4957
F -2.82138 -3.16257 0.77567  -0.3830
C -3.06120 3.84909 -4.20365  -0.2936
H -1.09370 3.53829 5.56800  0.4015
C -0.83091 0.27299 -3.79206  -0.1456
C -2.50673 3.09160 -1.91215  1.2259
C -2.86274 -5.04900 2.91656  0.6269
C -3.25207 2.94726 -3.14959  0.9026
C 3.09179 -2.37385 1.86339  -0.7374
H 3.37078 -2.39861 4.90299  0.3496
C 4.60760 -4.73125 -2.03742  -1.5003
N 0.48502 1.31163 0.60528  1.4099
H 0.09233 -4.20552 -0.99013  0.7036
O 0.59927 1.58280 -2.45654  -0.3447
C 1.80252 -1.29210 0.37360  -0.5730
C -0.58133 -4.20291 3.37931  0.6804
C 1.85044 -2.45088 -3.26576  -0.9336
S -0.82418 -2.15709 -2.85870  1.5636
H -5.40423 0.84049 -4.72021  0.3940
O -0.27347 -0.22991 2.33623  -0.2584
C -0.63872 -2.50484 1.25259  -1.5199
H -0.57962 7.77971 -0.21018  0.3706
H -5.04039 2.45410 -6.55802  0.3609
C 0.94453 -3.88642 -1.57008  0.1822
C -4.55585 2.59914 -5.60233  -0.5181
N -5.17157 -5.10350 1.84647  -0.6156
N 1.46816 -0.89074 -0.73826  -0.2594
N -2.87951 -6.88896 4.68068  -0.6682
C 1.95848 -2.63350 1.09451  -0.1606
H -2.36179 4.66242 -4.08404  0.5508
C 3.08834 -3.04540 -3.11170  -1.0863
H -1.84642 0.69411 -3.82949  -0.4419
H 3.44322 -3.93138 3.13660  0.3947
C 0.65191 -2.48020 1.99136  1.9402
H 4.26023 0.81623 1.74912  0.3383
C 1.26633 2.34607 0.96377  -1.5615
H 4.86388 -1.74851 4.17344  0.3625
C 2.19035 -4.46934 -1.40814  -0.4646
H 0.88051 4.86332 4.97798  0.3917
C -1.04162 2.33116 3.80538  -0.6751
H -2.71618 7.70137 -1.45449  0.3490
C 3.24012 -0.86072 2.07519  0.9552
C -1.71824 -3.28280 1.53100  1.3503
H 4.45938 -0.32187 0.59526  0.4203
C -1.62470 1.23068 -0.34446  -0.1053
C 0.78465 -2.87445 -2.49579  -0.2010
C 3.81355 -2.00575 3.98418  -0.8219
C -0.95685 6.83508 -0.57977  -0.5681
C 1.19862 3.88475 3.09857  -0.8381
Cr 0.06684 0.23785 -1.10669  -1.3578
C -4.74922 1.68902 -4.57181  -0.5120
C -4.10503 -5.02817 2.28092  0.0315
N -0.66718 -0.55200 -2.63625  0.3264
N 1.97868 -0.38313 1.52050  0.3883
C 3.27064 -4.06410 -2.18454  1.2357
C -4.10541 1.85740 -3.36203  -0.7103
H -4.24109 1.13667 -2.56739  0.3224
C -0.58108 3.34409 4.63718  -0.7528
C 0.52721 4.10462 4.29354  -0.6149
C -2.15773 6.79025 -1.27006  -0.7337
C -0.35809 2.11178 2.63141  -0.7329
O 0.36766 2.20360 -4.58204  -0.8555
H -1.89055 1.72180 4.06928  0.5227
H -3.54977 4.39292 -6.20837  0.3437

Forces on atoms 1 to 2 (eV/Å):
-0.2108 0.3234 -0.5369
-0.0117 -0.0774 0.0973